[1]
78
Properties=species:S:1:pos:R:3:mulliken_charge:R:1 method="wB97M-V/def2-TZVPD" lumo_energy_ev=0.27 homo_lumo_gap_ev=10.49 smiles="CCOS(C)(=O)=O.CCOS(C)(=O)=O.CO.CO.CO.CO.CO.CO.CO.CO" spin_multiplicity=1
C 4.525 -0.431 -0.257 -1.44
C 3.466 -1.429 0.175 0.75
O 3.619 -1.646 1.585 -0.46
S 2.396 -2.318 2.391 1.14
C 2.607 -4.031 1.906 -0.99
O 2.732 -2.229 3.774 -0.69
O 1.159 -1.798 1.881 -0.32
H 4.480 -0.291 -1.339 0.37
H 5.511 -0.753 0.063 0.38
H 4.284 0.556 0.145 0.27
H 2.469 -1.067 -0.087 -0.39
H 3.615 -2.380 -0.355 0.42
H 2.216 -4.172 0.903 0.20
H 2.027 -4.640 2.596 0.40
H 3.666 -4.221 2.045 0.39
C 1.377 1.393 2.438 -0.34
C -0.045 0.996 2.758 0.27
O -0.048 0.250 3.983 -0.38
S -1.428 -0.131 4.664 1.20
C -1.844 -1.611 3.762 -0.59
O -1.145 -0.484 6.019 -0.65
O -2.386 0.902 4.349 -0.62
H 1.919 0.626 1.890 -0.17
H 1.922 1.650 3.346 0.45
H 1.426 2.267 1.782 -0.28
H -0.692 1.868 2.859 0.61
H -0.460 0.404 1.935 -0.20
H -0.924 -2.147 3.551 0.08
H -2.355 -1.371 2.835 0.10
H -2.493 -2.212 4.394 0.48
C -1.828 3.390 -2.855 -0.06
O -2.511 3.955 -3.982 -0.58
H -2.573 2.861 -2.259 0.15
H -1.144 2.649 -3.253 0.05
H -1.306 4.174 -2.310 0.17
H -3.170 4.565 -3.640 0.30
C 2.076 2.169 -2.339 -0.51
O 1.018 1.360 -2.829 -0.48
H 1.920 3.207 -2.650 0.27
H 2.238 2.132 -1.260 0.03
H 3.009 1.847 -2.812 0.33
H 0.432 1.206 -2.063 0.16
C -3.607 2.837 0.873 -0.65
O -3.127 1.507 1.033 -0.41
H -4.530 2.846 0.285 0.30
H -3.823 3.326 1.826 0.29
H -2.855 3.417 0.342 0.19
H -3.789 1.011 1.525 0.23
C -0.836 -0.321 -0.652 -1.08
O -0.774 1.102 -0.596 0.10
H -0.039 -0.751 -0.032 0.19
H -1.806 -0.667 -0.287 0.51
H -0.688 -0.737 -1.650 0.44
H -1.459 1.454 -0.013 -0.02
C 0.701 4.440 -0.034 0.01
O 0.673 5.595 0.783 -0.58
H 1.378 3.671 0.350 0.02
H -0.265 3.905 0.007 -0.08
H 0.841 4.661 -1.085 0.28
H 0.744 5.282 1.689 0.31
C 0.871 -3.393 -1.808 -0.37
O -0.505 -3.292 -2.069 -0.46
H 1.408 -2.489 -2.123 0.18
H 0.980 -3.494 -0.726 -0.08
H 1.385 -4.239 -2.282 0.39
H -0.653 -2.930 -2.972 0.32
C -3.088 -2.893 0.183 -0.11
O -3.654 -3.285 1.442 -0.55
H -3.726 -2.123 -0.251 0.24
H -2.103 -2.447 0.377 -0.10
H -2.967 -3.737 -0.495 0.31
H -3.424 -4.186 1.671 0.30
C 0.071 -1.262 -4.738 -0.16
O -0.856 -2.345 -4.648 -0.54
H 0.959 -1.430 -5.345 0.33
H -0.452 -0.369 -5.089 0.28
H 0.343 -1.047 -3.707 -0.15
H -1.084 -2.684 -5.518 0.27

[2]
58
Properties=species:S:1:pos:R:3:nbo_charge:R:1 method="wB97M-V/def2-TZVPD" lumo_energy_ev=4.66 homo_lumo_gap_ev=5.56 total_charge=-2 e_above_lowest_kcal_mol=20.5 spin_multiplicity=1
Pd -0.613 -0.089 -0.308 0.46
O 0.513 -3.972 3.233 -0.77
C 0.345 -2.908 2.594 0.73
O -0.691 -2.218 2.492 -0.75
C 1.641 -2.324 1.978 0.10
C 2.852 -2.920 2.334 -0.24
C 4.030 -2.451 1.781 -0.21
C 3.970 -1.407 0.873 -0.25
C 2.728 -0.856 0.585 0.09
N 1.592 -1.292 1.128 -0.40
C 2.621 0.349 -0.356 0.75
O 3.626 0.616 -1.049 -0.76
O 1.546 0.991 -0.274 -0.79
H 2.811 -3.751 3.025 0.23
H 4.983 -2.899 2.047 0.18
H 4.836 -0.994 0.373 0.23
C -1.368 -3.699 -0.674 -0.40
N -1.233 -2.322 -0.233 -0.71
C -2.093 -1.366 -0.832 0.15
N -2.180 -1.480 -2.258 -0.90
S -3.616 -0.984 -0.057 -0.56
H -0.944 -4.345 0.094 0.22
H -0.828 -3.896 -1.604 0.16
H -2.425 -3.959 -0.811 0.18
H -1.287 -2.249 0.789 0.46
H -1.453 -2.065 -2.652 0.36
H -3.105 -1.781 -2.531 0.38
C -0.748 2.503 -4.471 -0.61
C -0.698 1.391 -3.423 -0.55
C 0.675 0.715 -3.444 -0.61
P -1.186 1.750 -1.669 0.98
C -3.032 1.892 -1.727 -0.59
C -3.573 2.360 -0.374 -0.61
C -3.752 2.555 -2.902 -0.61
C -0.548 3.470 -1.250 -0.52
C -1.290 4.678 -1.838 -0.61
C 0.950 3.653 -1.524 -0.63
H -0.557 2.078 -5.464 0.19
H 0.028 3.249 -4.292 0.20
H -1.706 3.017 -4.509 0.20
H -1.440 0.631 -3.680 0.24
H 1.474 1.377 -3.093 0.23
H 0.914 0.390 -4.465 0.18
H 0.688 -0.149 -2.781 0.24
H -3.297 0.829 -1.756 0.29
H -3.432 3.429 -0.195 0.17
H -3.106 1.797 0.436 0.26
H -4.646 2.148 -0.328 0.20
H -3.565 3.626 -2.987 0.19
H -4.832 2.420 -2.769 0.20
H -3.486 2.092 -3.856 0.20
H -0.688 3.492 -0.165 0.23
H -1.203 4.710 -2.923 0.20
H -0.832 5.597 -1.453 0.19
H -2.346 4.707 -1.585 0.20
H 1.131 3.795 -2.594 0.18
H 1.537 2.805 -1.174 0.29
H 1.300 4.564 -1.024 0.18

[3]
62
Properties=species:S:1:pos:R:3:mulliken_spin:R:1 method="wB97M-V/def2-TZVPD" lumo_energy_ev="-3.00 / -3.58" homo_lumo_gap_ev="6.30 / 7.04" total_charge=+1 e_above_lowest_kcal_mol=15.6 s_squared=6.0176 spin_multiplicity=5
C 1.164 -0.297 1.314 0.08
C 0.051 -1.011 0.761 0.03
C 0.487 -1.613 -0.459 -0.05
H -0.908 -1.152 1.239 0.01
C 1.842 -1.233 -0.700 0.08
C 2.273 -0.424 0.403 0.05
H 3.244 0.053 0.502 0.00
H 1.188 0.244 2.251 0.00
H -0.100 -2.298 -1.061 0.09
H 2.453 -1.606 -1.524 0.01
Co 0.708 0.375 -0.436 2.51
C -3.970 -1.330 -0.894 0.09
H -3.066 -0.830 -1.251 0.00
H -4.839 -0.860 -1.389 0.01
H -3.972 -1.199 0.224 0.00
Si -3.798 -3.268 -0.903 0.77
C -5.644 -3.558 -1.209 -0.08
C -5.999 -4.190 0.005 0.10
H -5.225 -4.696 0.609 -0.01
C -7.324 -4.116 0.459 0.04
H -7.548 -4.537 1.452 0.00
C -8.302 -3.509 -0.349 0.00
H -9.320 -3.415 0.050 0.00
C -7.973 -3.033 -1.630 0.01
H -8.756 -2.618 -2.264 0.00
C -6.642 -3.057 -2.074 0.00
H -6.378 -2.667 -3.061 0.00
C -2.964 -4.428 -2.136 0.04
C -3.679 -5.632 -2.384 0.02
H -4.735 -5.701 -2.105 0.00
C -3.049 -6.764 -2.908 -0.02
H -3.631 -7.681 -3.038 0.00
C -1.682 -6.724 -3.199 0.05
H -1.191 -7.638 -3.538 0.00
C -0.969 -5.538 -2.998 -0.02
H 0.098 -5.541 -3.204 0.00
C -1.587 -4.397 -2.477 0.02
H -1.022 -3.476 -2.308 0.02
H -3.729 0.917 -2.813 0.00
H -3.671 1.271 -2.159 0.00
N -1.542 2.194 -1.279 0.02
C -0.949 2.694 -0.121 0.01
C -1.520 3.779 0.535 0.00
C -0.788 4.413 1.532 0.00
C 0.507 3.941 1.788 0.00
C 0.997 2.808 1.152 0.03
N 0.232 2.136 0.238 0.04
C -0.860 1.621 -2.355 0.01
C -1.455 1.609 -3.597 0.00
C -0.810 1.033 -4.682 0.01
C 0.524 0.638 -4.502 0.00
C 1.117 0.712 -3.250 0.02
N 0.380 1.096 -2.154 0.04
H -2.398 2.658 -1.556 0.00
H -2.497 4.105 0.178 0.00
H -1.212 5.255 2.064 0.00
H 1.132 4.453 2.509 0.00
H 2.004 2.412 1.333 -0.01
H -2.448 2.017 -3.690 0.00
H -1.330 0.962 -5.624 0.00
H 1.105 0.236 -5.330 0.00
H 2.171 0.493 -3.043 0.00

[4]
79
Properties=species:S:1:pos:R:3:mulliken_charge:R:1 method="wB97M-V/def2-TZVPD" lumo_energy_ev=3.48 homo_lumo_gap_ev=5.93 total_charge=-2 e_above_lowest_kcal_mol=26.3 spin_multiplicity=1
K 1.780 0.818 0.081 0.91
I -6.946 -4.474 -1.079 -0.05
C -4.973 -3.844 -1.294 -0.36
C -4.590 -3.135 -2.416 -0.35
C -3.280 -2.707 -2.563 -0.55
I -2.731 -1.637 -4.257 -0.04
C -2.265 -2.974 -1.600 0.05
O -1.075 -2.567 -1.700 -0.42
C -2.724 -3.705 -0.433 0.94
C -1.674 -3.973 0.618 -1.23
N -1.052 -2.765 1.145 0.31
C -1.948 -1.923 1.911 -0.80
C -1.269 -1.170 3.041 0.68
C -1.743 0.091 3.400 -0.65
C -1.125 0.791 4.421 -0.17
C -0.043 0.209 5.057 -0.51
C 0.351 -1.049 4.642 -0.13
N -0.239 -1.738 3.667 -0.61
C -4.025 -4.118 -0.301 -0.42
H -5.313 -2.902 -3.189 0.31
H -0.878 -4.591 0.192 0.26
H -2.111 -4.533 1.454 0.51
H -0.670 -2.277 0.339 -0.27
H -2.741 -2.555 2.327 0.42
H -2.479 -1.176 1.301 0.17
H -2.562 0.525 2.840 0.35
H -1.447 1.793 4.674 0.41
H 0.523 0.738 5.811 0.30
H 1.211 -1.524 5.107 0.36
H -4.314 -4.667 0.590 0.32
N 2.089 -1.842 1.357 0.08
C 3.024 -2.951 1.214 -1.01
C 3.303 -3.205 -0.264 -0.50
C 2.077 -3.785 -0.959 0.74
C 2.011 -3.469 -2.446 -0.93
N 1.801 -2.032 -2.617 -0.41
H 2.571 -1.003 1.664 0.17
H 1.370 -2.019 2.051 -0.09
H 2.580 -3.851 1.653 0.34
H 3.958 -2.775 1.765 0.35
H 4.167 -3.873 -0.380 0.38
H 3.576 -2.258 -0.736 0.17
H 1.172 -3.385 -0.500 -0.71
H 2.037 -4.870 -0.799 0.41
H 1.216 -4.074 -2.902 0.38
H 2.956 -3.744 -2.932 0.46
H 0.866 -1.814 -2.274 0.17
H 1.789 -1.788 -3.600 0.22
C -0.002 1.915 -4.225 -1.37
C 0.737 2.099 -2.906 0.51
O 0.665 1.185 -2.096 -0.10
C 1.489 3.335 -2.681 0.60
C 1.073 4.482 -3.381 -0.57
C 1.646 5.721 -3.211 -0.72
C 2.712 5.828 -2.305 -0.29
C 3.183 4.738 -1.630 -0.71
C 2.628 3.416 -1.781 0.46
O 3.145 2.434 -1.189 -1.01
H -0.332 0.880 -4.278 0.17
H 0.626 2.172 -5.079 0.41
H -0.886 2.555 -4.267 0.34
H 0.238 4.387 -4.065 0.20
H 1.274 6.586 -3.744 0.36
H 3.177 6.795 -2.131 0.33
H 4.009 4.822 -0.933 0.37
O 1.747 2.903 3.967 -0.83
C 1.245 2.357 2.971 -0.26
O 1.517 1.247 2.460 -0.40
C 0.110 3.137 2.261 0.40
C -0.197 4.417 2.715 -0.45
C -1.226 5.150 2.144 -0.48
C -1.969 4.612 1.101 -0.39
C -1.671 3.339 0.637 -1.08
C -0.636 2.613 1.212 0.63
H 0.399 4.807 3.530 0.46
H -1.447 6.147 2.510 0.37
H -2.772 5.184 0.650 0.37
H -2.234 2.903 -0.180 0.44
H -0.458 1.611 0.844 0.26

[5]
50
Properties=species:S:1:pos:R:3:nbo_charge:R:1 method="wB97M-V/def2-TZVPD" lumo_energy_ev=-0.74 homo_lumo_gap_ev=5.99 spin_multiplicity=1
C -1.454 1.517 -2.016 -0.97
P -2.126 2.943 -0.904 0.57
O -1.602 4.451 -1.664 -0.96
Nb -4.710 2.761 -0.995 1.56
C -6.941 2.280 -1.050 -0.99
C -7.568 2.314 -2.591 0.50
O -8.030 3.405 -3.204 -0.57
Br -7.684 0.563 -3.598 -0.07
N -4.623 1.710 0.908 -0.78
C -3.873 0.539 0.780 0.78
O -2.804 -0.298 0.892 -0.65
H -2.176 0.589 -2.031 0.26
H -0.381 1.150 -1.720 0.18
H -1.448 1.939 -3.132 0.23
H -1.843 4.306 -2.634 0.47
H -4.937 4.298 -0.057 -0.40
H -4.790 3.757 -2.511 -0.29
H -4.442 1.210 -1.951 -0.41
H -7.059 1.145 -0.702 0.26
H -7.603 2.927 -0.316 0.27
C 6.123 -2.028 0.142 -0.62
C 5.209 -2.678 1.180 -0.44
C 3.746 -2.872 0.747 -0.20
N 2.823 -1.619 0.883 -0.22
C 2.333 -1.512 2.338 -0.21
C 1.290 -0.409 2.501 -0.43
C 0.108 -0.609 1.563 -0.41
C 0.563 -0.743 0.117 -0.44
C 1.605 -1.847 -0.043 -0.20
C 3.556 -0.358 0.455 -0.42
H 5.977 -0.954 0.038 0.20
H 7.170 -2.149 0.443 0.23
H 6.000 -2.491 -0.843 0.21
H 5.277 -2.146 2.134 0.21
H 5.621 -3.681 1.360 0.24
H 3.286 -3.658 1.358 0.23
H 3.703 -3.199 -0.300 0.22
H 1.894 -2.481 2.608 0.22
H 3.208 -1.328 2.977 0.22
H 0.932 -0.399 3.538 0.25
H 1.741 0.575 2.329 0.21
H -0.591 0.230 1.657 0.27
H -0.440 -1.515 1.854 0.21
H 0.948 0.217 -0.244 0.21
H -0.301 -0.966 -0.520 0.27
H 1.974 -1.888 -1.074 0.22
H 1.177 -2.822 0.223 0.22
H 3.926 -0.510 -0.561 0.23
H 4.354 -0.162 1.174 0.23
H 2.884 0.499 0.464 0.24

[6]
49
Properties=species:S:1:pos:R:3:nbo_charge:R:1 method="wB97M-V/def2-TZVPD" lumo_energy_ev=0.73 homo_lumo_gap_ev=8.90 smiles="CC(C)(C)c1cc(CCC(=O)NN)cc(C(C)(C)C)c1O" e_above_lowest_kcal_mol=43.5 spin_multiplicity=1
C 1.146 3.222 1.336 -0.60
C 0.632 2.616 0.018 -0.06
C 1.785 2.495 -0.995 -0.61
C -0.347 3.651 -0.563 -0.64
C 0.111 1.196 0.294 -0.11
C 1.035 0.350 0.906 -0.16
C 0.774 -0.979 1.167 -0.08
C 1.811 -1.873 1.800 -0.42
C 3.230 -1.621 1.268 -0.50
C 3.261 -1.261 -0.206 0.67
O 3.872 -0.308 -0.651 -0.64
N 2.582 -2.103 -1.017 -0.47
N 2.386 -1.802 -2.381 -0.64
C -0.467 -1.488 0.817 -0.16
C -1.439 -0.701 0.230 -0.07
C -2.802 -1.283 -0.138 -0.07
C -3.904 -0.536 0.626 -0.60
C -2.923 -2.768 0.224 -0.60
C -3.024 -1.163 -1.652 -0.61
C -1.138 0.652 -0.033 0.36
O -2.130 1.383 -0.618 -0.71
H 0.358 3.214 2.086 0.21
H 1.998 2.680 1.732 0.21
H 1.459 4.252 1.176 0.21
H 1.404 2.131 -1.948 0.21
H 2.556 1.809 -0.659 0.24
H 2.244 3.468 -1.158 0.20
H -1.192 3.838 0.101 0.21
H -0.679 3.394 -1.569 0.21
H 0.184 4.598 -0.657 0.23
H 2.002 0.740 1.175 0.20
H 1.528 -2.915 1.635 0.20
H 1.815 -1.715 2.883 0.23
H 3.847 -2.510 1.419 0.23
H 3.705 -0.798 1.803 0.23
H 1.927 -2.775 -0.647 0.39
H 2.413 -0.785 -2.476 0.37
H 3.174 -2.165 -2.919 0.35
H -0.662 -2.528 1.021 0.20
H -3.732 -0.610 1.698 0.20
H -3.928 0.511 0.349 0.23
H -4.874 -0.974 0.400 0.20
H -2.195 -3.369 -0.316 0.21
H -2.803 -2.928 1.293 0.21
H -3.915 -3.119 -0.055 0.21
H -2.225 -1.670 -2.188 0.21
H -3.045 -0.124 -1.960 0.23
H -3.972 -1.622 -1.925 0.20
H -1.840 2.292 -0.729 0.50

[7]
19
Properties=species:S:1:pos:R:3:nbo_charge:R:1 method="wB97M-V/def2-TZVPD" lumo_energy_ev=0.91 homo_lumo_gap_ev=9.70 smiles=NC[C@H](N)CCO e_above_lowest_kcal_mol=29.6 spin_multiplicity=1
N -1.199 2.244 0.366 -0.85
C -0.096 1.317 0.375 -0.21
C -0.588 -0.108 0.111 -0.06
N -1.624 -0.417 1.075 -0.85
C 0.549 -1.107 0.246 -0.42
C 1.632 -0.991 -0.817 -0.06
O 1.088 -1.075 -2.113 -0.73
H -1.022 3.229 0.315 0.37
H -1.751 2.104 1.208 0.35
H 0.584 1.604 -0.424 0.19
H 0.530 1.344 1.274 0.16
H -0.909 -0.070 -0.935 0.19
H -1.795 -1.409 1.098 0.36
H -2.520 0.003 0.892 0.37
H 0.063 -2.073 0.040 0.20
H 0.994 -1.087 1.244 0.21
H 2.413 -1.722 -0.625 0.17
H 2.139 -0.027 -0.684 0.16
H 1.512 -1.758 -2.646 0.48

[8]
18
Properties=species:S:1:pos:R:3:nbo_charge:R:1 method="wB97M-V/def2-TZVPD" lumo_energy_ev=1.08 homo_lumo_gap_ev=10.19 smiles=C[C@@H](N)[C@@H](C)N e_above_lowest_kcal_mol=2.6 spin_multiplicity=1
C 1.819 0.532 -0.371 -0.64
C 0.645 -0.454 -0.313 -0.05
N 0.694 -1.335 0.828 -0.84
C -0.706 0.287 -0.316 -0.05
C -1.858 -0.675 -0.334 -0.62
N -0.748 1.163 0.835 -0.86
H 2.781 0.032 -0.601 0.21
H 1.690 1.336 -1.114 0.21
H 1.915 1.037 0.629 0.20
H 0.699 -1.058 -1.246 0.18
H 1.666 -1.629 1.000 0.35
H 0.476 -0.753 1.627 0.36
H -0.743 0.891 -1.254 0.16
H -1.856 -1.232 -1.287 0.21
H -2.785 -0.125 -0.258 0.20
H -1.808 -1.436 0.452 0.23
H -1.690 1.451 1.076 0.36
H -0.190 1.968 0.646 0.36

[9]
25
Properties=species:S:1:pos:R:3:mulliken_spin:R:1 method="wB97M-V/def2-TZVPD" lumo_energy_ev="0.74 / 0.70" homo_lumo_gap_ev="3.86 / 9.30" e_above_lowest_kcal_mol=0.0 s_squared=0.7537 spin_multiplicity=2
C 0.461 0.153 1.450 0.01
C 0.668 -0.817 2.617 -0.01
C -1.639 1.440 1.041 1.55
N -0.540 1.104 1.812 -0.15
N -1.671 1.144 -0.316 0.00
N -2.508 2.408 1.535 0.02
H 1.370 0.632 1.079 0.05
H 0.152 -0.403 0.554 0.01
H -0.219 -1.461 2.656 0.00
H 0.798 -0.206 3.510 -0.01
H -0.600 1.323 2.788 -0.12
H -1.119 0.427 -0.744 -0.10
H -2.369 1.547 -0.913 -0.08
H -2.395 2.752 2.466 -0.07
H -3.351 2.580 1.032 -0.07
H 1.468 -1.554 2.541 0.00
C 1.325 -1.613 -2.107 0.00
C 1.825 -0.656 -3.172 0.00
O -0.094 -1.311 -1.851 -0.02
H 1.358 -2.636 -2.489 0.00
H 1.767 -1.554 -1.111 0.00
H 1.658 0.348 -2.784 0.00
H -0.576 -2.064 -2.195 0.00
H 1.355 -0.846 -4.130 0.00
H 2.878 -0.739 -3.271 0.00

[10]
48
Properties=species:S:1:pos:R:3:nbo_charge:R:1 method="wB97M-V/def2-TZVPD" lumo_energy_ev=-0.15 homo_lumo_gap_ev=7.76 spin_multiplicity=1
In 0.015 0.308 -0.373 1.91
O -4.258 -0.003 1.315 -0.69
C -3.849 -0.406 2.537 0.42
C -4.815 -0.404 3.542 -0.30
C -4.495 -0.816 4.818 -0.17
C -3.202 -1.238 5.123 -0.27
C -2.243 -1.241 4.131 -0.13
C -2.538 -0.828 2.827 -0.24
C -1.462 -0.831 1.802 0.57
O -1.762 -0.368 0.595 -0.86
N -0.286 -1.269 2.148 -0.40
N 0.600 -1.152 1.085 -0.44
C 1.608 -1.934 1.027 0.19
C 2.501 -2.038 -0.108 -0.25
C 3.690 -2.763 0.088 -0.13
C 4.559 -3.028 -0.940 -0.28
C 4.224 -2.588 -2.227 -0.17
C 3.059 -1.895 -2.458 -0.24
C 2.168 -1.576 -1.413 0.39
O 1.076 -0.900 -1.714 -0.84
H -3.477 -0.051 0.727 0.51
H -5.814 -0.075 3.286 0.22
H -5.259 -0.809 5.588 0.21
H -2.950 -1.560 6.125 0.21
H -1.231 -1.563 4.340 0.24
H 1.766 -2.600 1.875 0.19
H 3.911 -3.120 1.089 0.21
H 5.474 -3.577 -0.763 0.22
H 4.888 -2.801 -3.057 0.21
H 2.789 -1.560 -3.451 0.21
C -0.294 2.275 -4.310 -0.68
C -0.116 1.943 -2.864 0.30
N -0.911 1.143 -2.254 -0.25
O -1.903 0.600 -3.059 -0.54
C 0.958 2.582 -2.071 0.09
C 1.767 3.719 -2.598 -0.67
N 1.111 2.133 -0.862 -0.14
O 1.902 2.666 -0.001 -0.58
H -0.698 1.422 -4.846 0.26
H 0.650 2.582 -4.752 0.24
H -1.004 3.101 -4.410 0.25
H -2.386 -0.002 -2.479 0.49
H 1.140 4.492 -3.046 0.22
H 2.476 3.376 -3.355 0.23
H 2.328 4.148 -1.773 0.26
O -0.102 1.911 1.501 -0.98
H 0.745 2.360 1.243 0.51
H -0.352 2.236 2.369 0.51